15
Properties=species:S:1:pos:R:3:forces:R:3 method="wB97M-V/def2-TZVPD" e_tot_ha=-630.61003 e_above_lowest_ev=6.721 homo_energy_ha=-0.3432
C -0.19526 -2.03505 1.00919 -0.3 0.0 -0.3
C -0.27280 -0.58501 0.50370 -1.3 -2.2 -0.2
S -1.85274 0.01149 0.28609 0.7 0.3 0.2
H -0.56857 -2.13379 2.02929 0.2 0.0 0.0
H 0.80896 -2.42830 0.88775 0.2 0.3 0.3
H -0.83325 -2.66687 0.38354 -0.1 0.2 0.0
H 0.23323 0.15461 1.20260 0.7 0.3 -0.5
H 0.36791 -0.51907 -0.40351 0.1 0.7 0.1
H -3.58157 2.98361 -2.05468 0.0 0.0 -0.1
H 3.13967 -0.42017 0.71194 -0.9 0.1 -0.4
H -4.05406 3.25658 -2.55988 0.0 0.0 0.1
O 2.19377 -0.36364 0.44082 0.5 -0.2 0.8
H 1.84686 2.25716 -1.13022 0.2 -0.1 0.0
H 1.60263 0.84643 -0.44545 0.5 0.8 -0.1
O 1.16525 1.64202 -0.86118 -0.5 -0.2 -0.1